Density functional theory data (ωB97M-V/def2-TZVPD) for C6H16FO6S2Zn2 as an isolated structure in a non-equilibrium geometry.

Last column: Löwdin charge in e.
Positions of all 33 atoms, in Å:
Zn -18.990 5.806 12.399  1.219
Zn -17.279 2.314 12.178  1.569
F -18.116 3.936 12.660  -0.402
O -17.191 6.619 12.756  -0.367
S -15.870 7.184 13.031  0.672
O -15.667 8.527 12.541  -0.200
O -15.706 7.184 14.624  -0.263
C -14.458 7.769 15.132  -0.200
C -14.737 8.108 16.612  -0.020
C -14.525 6.200 12.452  -0.097
H -14.274 8.690 14.579  0.125
H -13.650 7.050 15.003  0.124
H -14.041 8.893 16.894  0.100
H -14.479 7.211 17.178  0.082
H -15.783 8.336 16.784  0.085
H -13.705 6.818 12.084  0.108
H -14.890 5.712 11.541  0.075
H -14.113 5.452 13.128  0.087
O -19.166 6.020 14.515  -0.356
S -19.535 5.547 15.846  0.691
O -20.453 4.445 15.913  -0.227
O -18.188 5.120 16.685  -0.226
C -17.465 4.019 16.081  -0.277
C -16.609 3.481 17.199  -0.037
C -20.155 6.879 16.812  -0.069
H -16.922 4.496 15.248  0.095
H -18.178 3.277 15.709  0.109
H -16.149 4.237 17.831  0.098
H -15.797 2.826 16.871  0.091
H -17.226 2.826 17.815  0.103
H -21.214 7.046 16.631  0.106
H -19.515 7.759 16.740  0.095
H -20.036 6.608 17.866  0.105

As for the charge: +3. For the gap between HOMO and LUMO, the calculation gives 3.2 eV.